(1)
This record from the Open Molecules 2025 dataset describes a molecular structure, C43H37IrN4OP2S in a non-equilibrium geometry. The level of theory is ωB97M-V/def2-TZVPD.

Calculated values
- HOMO (spin up / spin down): -9.3 / -9.3 eV
- <S²>: 1.031
- Lowest unoccupied orbital energy (spin up / spin down): -3.034 / -3.062 eV
- Kohn-Sham gap (spin up / spin down): 0.231 / 0.228 Eh

```
! wB97M-V def2-TZVPD RIJCOSX def2/J DEFGRID3
* xyz 1 2
Ir 1.14418 -0.68303 0.14459
C 1.92803 -2.41781 -1.72349
C 1.71007 -3.41977 -0.82792
C 0.47578 -4.09221 -1.15295
C -0.04676 -3.54770 -2.26622
C 0.89805 -2.52124 -2.81826
H 2.85446 -1.89026 -1.88287
H 2.36033 -3.69294 -0.01410
H 0.04957 -4.89527 -0.57927
H -0.95647 -3.81796 -2.76718
H 1.08953 -0.81901 -4.02681
O 1.25332 2.27420 -0.66493
C 0.76657 3.24648 0.15851
C 0.60489 4.58180 -0.18935
C 0.11548 5.47781 0.74368
C -0.20952 5.06002 2.02390
C -0.09625 3.72340 2.35352
C 0.36822 2.80328 1.42317
P 0.41921 1.03133 1.85648
C 1.38835 1.18420 3.39963
C 2.74052 1.47925 3.22941
C 3.57253 1.63014 4.32225
C 3.05841 1.49784 5.60350
C 1.71066 1.23524 5.77990
C 0.87259 1.08252 4.68742
C -1.30333 0.73567 2.35429
C -2.33930 1.45398 1.76271
C -3.65201 1.19382 2.10517
C -3.95438 0.20577 3.02771
C -2.93281 -0.56097 3.56774
C -1.61759 -0.30528 3.22796
C 1.58291 2.49080 -1.97918
C 2.42368 3.48760 -2.45114
C 2.63898 3.58122 -3.81825
C 2.00729 2.72030 -4.70019
C 1.22739 1.68057 -4.22115
C 1.03843 1.53860 -2.85104
P 0.28088 0.12351 -1.98439
C 0.32385 -1.18005 -3.32704
C 1.57401 -3.23898 -3.96271
C 1.18756 -3.24497 -5.26684
C 0.01717 -2.74148 -5.85852
C -1.02806 -2.03667 -5.23518
C -0.95685 -1.35961 -4.06396
C -1.46983 0.58019 -1.82519
C -2.01847 1.76152 -2.30877
C -3.37044 2.00526 -2.13310
C -4.16962 1.07775 -1.48317
C -3.62452 -0.10720 -1.00991
C -2.27555 -0.34937 -1.16701
H 0.84880 4.92209 -1.18428
H -0.01182 6.51160 0.46337
H -0.55584 5.77120 2.75688
H -0.37431 3.37729 3.33769
H 3.13634 1.57832 2.22703
H 4.62025 1.84596 4.17686
H 3.70583 1.60143 6.46110
H 1.30305 1.15707 6.77760
H -0.18039 0.90450 4.84702
H -2.11639 2.22169 1.03554
H -4.44085 1.76785 1.64516
H -4.97994 0.02976 3.31537
H -3.16459 -1.36344 4.25387
H -0.82236 -0.91200 3.64019
H 2.92062 4.16270 -1.76936
H 3.30337 4.34152 -4.19653
H 2.15005 2.82969 -5.76485
H 0.74711 1.00635 -4.91598
H 2.43694 -3.82479 -3.68326
H 1.84285 -3.80090 -5.92740
H -0.13855 -2.99187 -6.89712
H -1.97365 -2.01065 -5.76217
H -1.85175 -0.90433 -3.66622
H -1.39414 2.47913 -2.82377
H -3.80389 2.91740 -2.51528
H -5.21905 1.28327 -1.33634
H -4.25361 -0.83693 -0.52307
H -1.82591 -1.26204 -0.79220
S 3.37274 -0.50466 0.58997
N 0.10519 -4.16684 4.41243
C -0.15227 -4.91727 3.32282
N -0.29621 -6.23971 3.46854
N -0.28263 -4.40727 2.12799
C -0.14090 -3.19707 1.76135
N -0.03191 -2.14092 1.28557
H 0.18163 -4.56001 5.33352
H 0.29865 -3.18733 4.29432
H -0.16791 -6.69374 4.35584
H -0.45566 -6.80936 2.65637
*
```

***

(2)
This record from the Open Molecules 2025 dataset describes a single C2H7ClNO2P molecule in a non-equilibrium geometry. The level of theory is ωB97M-V/def2-TZVPD.

Calculated values
- HOMO: -9.9 eV
- Lowest unoccupied orbital energy: 0.653 eV
- SMILES string: CN[P@](=O)(Cl)OC
- Kohn-Sham gap: 0.389 Eh

```
! wB97M-V def2-TZVPD RIJCOSX def2/J DEFGRID3
* xyz 0 1
C -1.44245 1.86192 0.48805
C 1.42207 -2.10474 0.19018
N -1.24280 0.57538 -0.12403
O 1.42124 0.87794 0.39804
O 0.30089 -1.47606 -0.40165
P 0.22598 0.10425 -0.51599
Cl 0.43899 0.35837 -2.52349
H -2.13078 1.74379 1.24093
H -0.41539 2.12409 0.99244
H -1.83613 2.76066 -0.06270
H 2.40465 -1.90681 -0.38836
H 1.33565 -3.16251 -0.05950
H 1.54808 -1.76499 1.19950
H -2.02998 0.00869 -0.43342
*
```

***

(3)
This record from the Open Molecules 2025 dataset describes 2 unconnected molecules or ions with the total composition C7H6F6N2 in a non-equilibrium geometry. The level of theory is ωB97M-V/def2-TZVPD.

Calculated values
- HOMO (spin up / spin down): -8.9 / -8.5 eV
- Lowest unoccupied orbital energy (spin up / spin down): -0.570 / -0.673 eV
- Kohn-Sham gap (spin up / spin down): 0.305 / 0.289 Eh

```
! wB97M-V def2-TZVPD RIJCOSX def2/J DEFGRID3
* xyz 0 1
C 2.21730 2.58891 0.01648
C 1.93158 1.15727 -0.21236
C 1.05425 3.18154 0.24397
C 0.61710 1.07874 -0.06162
C -0.77340 -1.57746 0.19328
C -1.91112 -0.73949 -0.40092
C -0.22777 -2.68620 -0.62828
N 0.05647 2.31354 0.07049
N -0.72646 -1.72135 1.55298
F -2.35466 0.14883 0.52209
F -1.44964 0.00930 -1.42821
F -3.00331 -1.36552 -0.85372
F 0.74155 -3.42740 -0.03103
F -1.04686 -3.59658 -1.15166
F 0.32495 -2.13359 -1.77968
H 3.12811 3.04937 -0.02012
H 2.50247 0.30842 -0.27582
H 0.81242 4.21212 0.23933
H -1.03245 2.44582 0.22142
H -0.82317 -0.85118 2.00755
H -0.03738 -2.39509 1.77584
*
```

***

(4)
This record from the Open Molecules 2025 dataset describes a molecular structure, C14H25N5O2SSe2Zr. The level of theory is ωB97M-V/def2-TZVPD.

Calculated values
- HOMO: -14.2 eV
- Lowest unoccupied orbital energy: -6.390 eV
- Kohn-Sham gap: 0.286 Eh

```
! wB97M-V def2-TZVPD RIJCOSX def2/J DEFGRID3
* xyz 2 1
Zr -0.21904 -0.04608 0.04664
O -2.30461 0.63417 0.03759
C -3.46149 -0.18703 0.49381
C -3.03030 -1.08341 1.64430
C -4.33812 -1.50413 2.34458
O -5.21040 -1.97584 1.34072
C -2.23724 -0.30848 2.71490
Se -0.26959 -0.13519 2.56594
C -2.34749 -2.38235 1.17258
Se -1.12615 -2.38146 -0.39683
H -2.59723 1.45447 -0.37836
H -3.80313 -0.75113 -0.36874
H -4.20919 0.53872 0.80708
H -4.76500 -0.64286 2.87170
H -4.10482 -2.27595 3.08606
H -6.01610 -2.32867 1.73265
H -2.34777 -0.82187 3.66899
H -2.63842 0.69659 2.83262
H -3.12404 -3.08421 0.87853
H -1.75963 -2.80520 1.98560
C 2.79260 -3.60734 -3.14082
C 2.14035 -2.24604 -2.94389
C 2.36099 -1.65333 -1.58954
N 1.63434 -0.72703 -1.05734
N 2.02082 -0.34725 0.21986
C 3.04460 -1.05477 0.65611
N 3.57481 -0.91536 1.86537
S 3.63531 -2.15772 -0.53621
H 2.57955 -3.96555 -4.14577
H 2.41475 -4.34532 -2.43340
H 3.87980 -3.55701 -3.05087
H 1.05962 -2.29471 -3.09518
H 2.52743 -1.52369 -3.66886
H 3.14832 -0.28290 2.52322
H 4.33614 -1.48831 2.18863
C 2.33129 4.85953 0.90893
C 1.63125 3.83627 0.08322
C 1.68120 3.58080 -1.27689
C 0.76202 2.56215 -1.50304
N 0.17423 2.19340 -0.35703
N 0.73256 2.99116 0.60022
C 0.38600 1.91739 -2.79506
H 3.18840 5.24819 0.36541
H 2.67960 4.44479 1.85428
H 1.65935 5.69048 1.12585
H 2.29505 4.08496 -2.00363
H 0.42308 2.88892 1.55419
H 0.02590 2.66314 -3.50350
H -0.43671 1.20171 -2.67857
H 1.22711 1.39337 -3.24604
*
```

***

(5)
This record from the Open Molecules 2025 dataset describes 5 unconnected molecules or ions with the total composition C30H60FN2O11S in a non-equilibrium geometry. The level of theory is ωB97M-V/def2-TZVPD.

Calculated values
- HOMO: -10.4 eV
- Lowest unoccupied orbital energy: -4.174 eV
- Kohn-Sham gap: 0.227 Eh

```
! wB97M-V def2-TZVPD RIJCOSX def2/J DEFGRID3
* xyz 1 1
O 6.44755 1.43031 7.05062
S 5.80376 0.17304 7.06185
O 6.39713 -0.89636 7.75505
F 4.33689 0.41395 7.60957
C 5.42731 -0.28166 5.33756
C 6.66254 -0.23278 4.40160
C 5.98629 0.29365 3.09097
C 5.02606 1.30601 3.65929
C 4.43689 2.54417 3.07568
C 2.89131 2.58489 3.12368
C 2.31665 3.18302 4.45883
N 1.72745 2.11324 5.27423
C 0.25133 2.02878 5.21650
C -0.12664 0.63591 4.72813
C -0.53986 0.48889 3.41781
C -0.86924 -0.77090 2.96086
C -0.80243 -1.84596 3.80705
C -0.37516 -1.70616 5.11506
C -0.04799 -0.45184 5.56850
O 0.35638 -0.23361 6.88572
N 4.73183 0.93567 4.85513
H 4.86598 -1.21656 5.25831
H 7.46344 0.44116 4.71351
H 7.00523 -1.25921 4.25549
H 6.61166 0.56967 2.24560
H 5.34392 -0.55874 2.80365
H 4.84145 2.68625 2.06906
H 4.78961 3.38105 3.69863
H 2.42231 1.61042 2.96191
H 2.57629 3.27749 2.33391
H 1.59276 3.96285 4.19801
H 3.12342 3.65526 5.04060
H 2.07098 2.12131 6.22542
H -0.15955 2.20200 6.21843
H -0.19370 2.78231 4.56073
H -0.59635 1.35489 2.76258
H -1.19285 -0.93520 1.93595
H -1.08338 -2.83114 3.44475
H -0.29661 -2.56611 5.77473
H 1.31586 -0.32796 6.90679
H 4.08653 1.45645 5.44601
C -3.73395 -0.10856 -2.98253
O -5.02016 -0.32872 -2.43177
C -5.02235 -1.28936 -1.38384
C -5.02349 -0.63176 -0.01899
O -3.82840 0.10551 0.21784
C -3.98756 1.49571 -0.00877
H -3.76363 0.82655 -3.54126
H -2.96560 -0.03020 -2.20946
H -3.47472 -0.92071 -3.67044
H -4.17199 -1.97112 -1.48608
H -5.93732 -1.87864 -1.48911
H -5.07274 -1.41298 0.74548
H -5.90049 0.01105 0.10232
H -4.49738 1.96012 0.84203
H -4.54902 1.69889 -0.92261
H -2.99436 1.93503 -0.10574
C 3.97101 3.32987 -3.59765
O 2.67232 3.07308 -3.08164
C 2.66435 2.06804 -2.08281
C 2.62823 2.66088 -0.68847
O 3.80934 3.39725 -0.39092
C 3.64880 4.80072 -0.55585
H 3.94292 4.28813 -4.11411
H 4.72288 3.37971 -2.80738
H 4.24998 2.55157 -4.31570
H 3.52547 1.40175 -2.19995
H 1.75735 1.47368 -2.23176
H 2.57578 1.84266 0.03893
H 1.74008 3.28688 -0.55534
H 3.11362 5.22236 0.30213
H 3.11071 5.04328 -1.47303
H 4.64072 5.24726 -0.60533
C -6.33939 -5.65371 -0.13307
O -6.26572 -5.01170 -1.39507
C -5.76193 -5.86123 -2.41741
C -6.87336 -6.45108 -3.26225
O -7.70922 -7.31454 -2.50691
C -8.91108 -6.69324 -2.08073
H -6.99851 -5.06554 0.50486
H -6.74089 -6.66577 -0.21212
H -5.34587 -5.69225 0.32795
H -5.14220 -6.65384 -1.98634
H -5.12297 -5.24664 -3.05922
H -6.42519 -7.05470 -4.05731
H -7.46385 -5.65994 -3.73491
H -9.62671 -6.65148 -2.90802
H -8.73703 -5.68448 -1.70041
H -9.33435 -7.29902 -1.28066
C -0.58210 1.80642 -7.70408
O 0.68177 2.30720 -7.29965
C 1.00955 1.97729 -5.95870
C 1.94042 0.78348 -5.88384
O 1.32636 -0.40205 -6.36569
C 1.68998 -0.71290 -7.70180
H -0.62074 1.83281 -8.79222
H -0.73933 0.77759 -7.37327
H -1.38197 2.44157 -7.30840
H 0.10110 1.79798 -5.37389
H 1.51876 2.84408 -5.52883
H 2.19605 0.60528 -4.83342
H 2.87054 0.98252 -6.42668
H 2.68638 -1.16633 -7.72469
H 1.67812 0.16998 -8.34375
H 0.96794 -1.43216 -8.08543
*
```

***

(6)
This record from the Open Molecules 2025 dataset describes a single C25H33N5O3 molecule in a non-equilibrium geometry. The level of theory is ωB97M-V/def2-TZVPD.

Calculated values
- HOMO: -7.7 eV
- Lowest unoccupied orbital energy: 0.386 eV
- SMILES string: CCCCNCC(=O)Nc1ccc(-c2nc3cc(NC(=O)CNCCCC)ccc3o2)cc1
- Kohn-Sham gap: 0.298 Eh

```
! wB97M-V def2-TZVPD RIJCOSX def2/J DEFGRID3
* xyz 0 1
C 4.14768 4.40530 -2.30348
H 3.60567 5.21282 -2.79092
C 5.65062 4.61523 -2.44771
C 6.10636 4.70451 -3.90488
C 6.02284 3.37415 -4.64916
N 6.89371 2.38246 -4.03176
H 7.85457 2.70799 -4.08220
C 6.77242 1.07085 -4.64159
C 5.50829 0.35187 -4.15972
O 4.95618 -0.50104 -4.81614
N 5.14233 0.77815 -2.92318
C 4.07879 0.38201 -2.12163
C 3.16199 -0.59510 -2.51206
C 2.12854 -0.94389 -1.67045
C 1.98632 -0.32880 -0.42499
C 2.90412 0.64830 -0.03632
C 3.93783 0.99791 -0.87580
H 4.64928 1.75288 -0.57287
H 2.79798 1.12554 0.92593
C 0.90020 -0.71413 0.44424
N -0.00174 -1.60768 0.18048
C -0.81413 -1.64523 1.28337
C -1.93411 -2.41384 1.56717
C -2.53883 -2.21526 2.80001
C -2.03609 -1.27421 3.71498
C -0.92327 -0.50507 3.44085
C -0.32094 -0.70552 2.21416
O 0.77165 -0.11788 1.66643
H -0.54260 0.21432 4.14783
H -2.53985 -1.15389 4.66332
N -3.66145 -2.94036 3.19928
C -4.42586 -3.81056 2.49550
O -4.24090 -4.17515 1.35632
C -5.57440 -4.35483 3.35217
N -5.98105 -3.41358 4.38556
H -6.31932 -3.92268 5.19539
C -7.02140 -2.48470 3.95552
C -6.49277 -1.45941 2.95367
C -7.53987 -0.41056 2.57638
C -8.68652 -0.97486 1.74513
H -8.30062 -1.48038 0.86280
H -9.27858 -1.68357 2.31853
H -9.34521 -0.17285 1.41986
H -7.93843 0.04774 3.48484
H -7.04389 0.37379 2.00073
H -5.63100 -0.95447 3.39496
H -6.15525 -1.96833 2.04919
H -7.87290 -3.02370 3.51149
H -7.37779 -1.96056 4.84691
H -6.39569 -4.64117 2.67944
H -5.19637 -5.26778 3.82208
H -4.04436 -2.72706 4.11647
H -2.31688 -3.13037 0.86236
H 1.41204 -1.69693 -1.95595
H 3.27355 -1.06972 -3.47264
H 5.72695 1.53186 -2.56983
H 6.75082 1.09349 -5.74188
H 7.62265 0.45356 -4.33604
H 5.00172 2.98684 -4.61687
H 6.27832 3.53569 -5.71006
H 7.14182 5.05415 -3.93168
H 5.49399 5.43797 -4.43240
H 5.92485 5.54450 -1.94315
H 6.19128 3.80284 -1.95819
H 3.86607 4.39335 -1.25307
H 3.83066 3.46508 -2.74672
*
```

***

(7)
This record from the Open Molecules 2025 dataset describes a molecular structure, C6H10NO in a non-equilibrium geometry. The level of theory is ωB97M-V/def2-TZVPD.

Calculated values
- HOMO: -12.7 eV
- Lowest unoccupied orbital energy: -4.153 eV
- Kohn-Sham gap: 0.314 Eh

```
! wB97M-V def2-TZVPD RIJCOSX def2/J DEFGRID3
* xyz 1 1
C 1.15438 -0.27903 -0.35058
C 0.60416 0.38979 0.70022
C 1.87343 -2.05825 0.19339
C 2.52450 -0.84064 -0.08855
C -1.30465 1.38358 -0.82412
C -1.57993 -0.13319 0.94618
N -0.74303 0.94966 0.43649
O 1.28717 -3.01828 0.24131
H 0.82376 -0.25974 -1.37159
H 3.01497 -0.99622 -0.94935
H 3.02671 -0.31109 0.78179
H -2.29220 1.80830 -0.71013
H -0.74541 2.13138 -1.31800
H -1.39728 0.58949 -1.64268
H -1.19080 -0.54980 1.85760
H -2.62197 0.25764 0.93960
H -1.52448 -0.92557 0.10445
H -0.90934 1.86196 1.05397
*
```

***

(8)
This record from the Open Molecules 2025 dataset describes a gas-phase ion, C2H4NO4 (charge -1) in a non-equilibrium geometry. The level of theory is ωB97M-V/def2-TZVPD.

Calculated values
- HOMO: -4.6 eV
- Lowest unoccupied orbital energy: 4.248 eV
- SMILES string: NO[C@H](O)C(=O)[O-]
- Kohn-Sham gap: 0.326 Eh

```
! wB97M-V def2-TZVPD RIJCOSX def2/J DEFGRID3
* xyz -1 1
C -1.07968 -0.23391 0.03281
C 0.28513 -0.32832 0.84341
N 0.91120 1.27627 -0.95704
O -1.37953 -1.21375 -0.63639
O -1.50584 0.95531 0.02410
O 0.59458 -1.68462 0.79652
O 1.35427 0.60203 0.21518
H 0.31474 0.14882 1.88129
H 0.10536 1.79594 -0.59453
H 0.42184 0.77532 -1.63752
H -0.02206 -2.09309 0.03216
*
```

***

Sequential E output: -3139.99521, -1087.21855, -978.89870, -6220.42445, -2613.83055, -1472.01166, -364.17652, -434.31680 hartree